{
  "formula": "C3H3N3O",
  "method": "ωB97M-V/def2-TZVPD",
  "e_above_lowest_kcal_mol": 36.0,
  "spin_multiplicity": 1,
  "energy_ev": -9675.8925,
  "homo_ev": -9.51,
  "species": ["N", "C", "N", "N", "O", "C", "C", "H", "H", "H"],
  "xyz": [[2.035, -0.536, 0.005], [0.802, -0.643, -0.023], [-0.074, 2.822, -0.181], [-0.970, 2.638, 0.434], [-0.180, 0.036, -0.973], [-1.113, -0.650, -0.239], [-0.326, -1.310, 0.623], [2.420, 0.170, -0.619], [-2.174, -0.542, -0.425], [-0.445, -2.009, 1.431]],
  "forces_ev_per_a": [[-0.367, 0.143, 0.357], [0.220, 0.381, -0.869], [-1.579, -0.231, 1.134], [1.575, 0.375, -1.067], [0.707, -0.250, 0.485], [-0.261, -0.258, 0.355], [-0.323, -0.032, -0.076], [-0.163, -0.184, -0.198], [0.139, -0.025, -0.087], [0.051, 0.080, -0.035]],
  "nbo_charge": [-0.627, 0.560, 0.012, -0.010, -0.548, 0.218, -0.433, 0.377, 0.208, 0.243]
}